No. 1
The following is a DFT calculation (wB97M-V/def2-TZVPD) of C27H20Cl3MnN5O3S as an isolated structure.

Multiplicity: 5
Total charge: +1
Frontier orbital gap (alpha / beta): 6.628 / 7.171 eV
⟨S²⟩: 6.05
LUMO level (alpha / beta): -3.97 / -3.54 eV
Energy relative to the best compared isomer or geometry (same formula, charge and spin): 0.00 kcal/mol

Each line ends with the Löwdin spin population.
Atoms and positions in Å:
Mn 0.006 0.037 0.392  3.786
Cl 5.205 -0.628 5.352  0.001
C 3.807 -0.335 4.376  0.006
C 2.589 -0.011 4.991  0.002
C 1.463 0.216 4.239  0.001
C 1.501 0.125 2.838  0.004
O 0.389 0.339 2.170  0.027
C 2.736 -0.173 2.224  0.006
C 2.887 -0.238 0.814  0.016
N 1.969 0.026 -0.064  -0.013
C 2.254 -0.002 -1.452  0.000
C 3.493 0.063 -2.029  -0.001
C 3.635 -0.039 -3.429  -0.001
C 2.547 -0.205 -4.237  -0.001
C 1.252 -0.249 -3.672  -0.001
C 0.074 -0.441 -4.428  0.006
C -1.134 -0.496 -3.795  -0.001
C -1.184 -0.327 -2.402  0.005
N -0.112 -0.113 -1.674  -0.020
C 1.113 -0.113 -2.280  0.002
C 3.879 -0.416 3.015  0.002
H 2.543 0.048 6.070  0.000
H 0.517 0.448 4.707  0.000
H 3.877 -0.513 0.457  -0.001
H 4.382 0.192 -1.427  0.000
H 4.626 0.008 -3.857  0.000
H 2.660 -0.301 -5.309  0.000
H 0.147 -0.561 -5.502  0.000
H -2.050 -0.672 -4.339  0.000
H -2.122 -0.387 -1.868  0.000
H 4.815 -0.670 2.535  0.000
C -5.078 0.359 -0.736  0.000
N -4.136 1.468 -0.799  0.001
C -4.322 2.653 -1.489  0.000
C -3.237 3.414 -1.278  0.000
N -2.381 2.687 -0.452  0.002
C -2.949 1.483 -0.162  0.003
S -2.391 0.202 0.797  0.005
C -1.212 3.250 0.138  0.004
C -1.264 4.567 0.568  0.001
C -0.114 5.125 1.097  0.000
C 1.027 4.344 1.189  0.001
C 0.960 3.031 0.764  0.003
N -0.139 2.481 0.234  0.038
H -5.934 0.603 -1.359  0.000
H -5.403 0.201 0.290  0.000
H -4.605 -0.554 -1.095  0.000
H -5.204 2.837 -2.075  0.000
H -2.968 4.382 -1.657  0.000
H -2.188 5.124 0.513  0.000
H -0.116 6.149 1.444  0.000
H 1.947 4.734 1.597  0.000
H 1.820 2.381 0.851  0.000
Cl 0.000 -4.167 -1.795  0.001
C 0.115 -4.259 -0.016  0.004
Cl -1.413 -4.783 0.699  0.001
C 0.537 -2.880 0.508  0.011
O 1.655 -2.763 0.986  0.008
O -0.340 -1.963 0.340  0.090
H 0.872 -4.996 0.220  0.000


No. 2
The following is a DFT calculation (wB97M-V/def2-TZVPD) of an isolated molecule of C6H11NO at a distorted geometry.

SMILES string: C1C[C@H]2COC[C@H]1N2
Total charge: 0
Frontier orbital gap: 10.240 eV
LUMO level: 1.01 eV
Energy relative to the best compared isomer or geometry (same formula, charge and spin): 158.61 kcal/mol

Each line ends with the Löwdin charge.
Atoms and positions in Å:
C 1.258 0.191 1.407  -0.028
C -0.220 0.999 1.335  -0.103
C -1.186 0.237 0.325  -0.380
C -0.823 0.440 -1.224  -0.197
O -0.307 -0.761 -1.797  -0.191
C 0.910 -1.210 -1.203  -0.134
C 0.767 -0.617 0.153  -0.267
N -0.694 -1.029 0.566  0.015
H 1.452 -0.538 2.188  0.090
H 2.082 0.799 1.331  0.062
H -0.137 2.064 0.996  0.093
H -0.694 1.165 2.452  0.144
H -2.296 0.423 0.461  0.152
H -1.718 0.715 -1.852  0.135
H -0.087 1.413 -1.340  0.170
H 1.664 -0.851 -1.893  0.134
H 0.611 -2.254 -1.190  0.127
H 0.534 0.289 -0.361  0.031
H -1.117 -1.474 -0.355  0.149


No. 3
The following is a DFT calculation (wB97M-V/def2-TZVPD) of C17H34F6N6O4PSTa as an isolated structure.

Total charge: +2
Frontier orbital gap: 8.792 eV
LUMO level: -4.98 eV
Energy relative to the best compared isomer or geometry (same formula, charge and spin): 0.00 kcal/mol

Each line ends with the Löwdin charge.
Atoms and positions in Å:
Ta 0.936 0.166 0.081  1.482
O 1.429 -1.968 -0.370  -0.284
N 2.647 -2.461 -0.148  -0.196
C 2.814 -3.797 -0.192  0.005
C 4.053 -4.349 0.014  -0.018
C 5.132 -3.509 0.267  -0.023
C 4.936 -2.144 0.303  -0.054
C 3.670 -1.614 0.088  -0.600
S 3.350 0.093 0.086  0.733
H 1.916 -4.360 -0.395  0.145
H 4.164 -5.423 -0.023  0.124
H 6.118 -3.918 0.436  0.127
H 5.754 -1.465 0.497  0.122
N -1.018 4.783 4.306  0.195
C 0.455 4.764 3.941  -0.126
C 0.724 3.626 2.956  -0.279
N 2.137 3.460 2.639  0.032
H -1.235 5.514 4.986  0.175
H -1.298 3.884 4.706  0.168
H -1.596 4.942 3.479  0.173
H 1.001 4.626 4.872  0.136
H 0.693 5.743 3.529  0.136
H 0.174 3.792 2.026  0.117
H 0.351 2.696 3.385  0.091
H 2.720 3.247 3.435  0.082
H 2.526 4.224 2.106  0.084
C -3.752 0.358 -2.243  -0.063
N -2.520 -0.326 -1.864  -0.295
C -2.692 -1.427 -0.918  -0.076
P -1.114 -0.164 -2.668  0.580
O 0.025 -0.084 -1.624  -0.420
N -0.844 -1.474 -3.583  -0.295
C -1.912 -2.277 -4.171  -0.068
C 0.489 -1.723 -4.134  -0.064
N -1.071 1.197 -3.542  -0.295
C -1.450 1.241 -4.952  -0.062
C -0.904 2.506 -2.907  -0.063
H -4.228 0.775 -1.355  0.096
H -4.454 -0.330 -2.721  0.094
H -3.537 1.171 -2.933  0.072
H -3.073 -1.048 0.032  0.078
H -1.740 -1.932 -0.744  0.074
H -3.399 -2.165 -1.304  0.097
H -2.874 -2.012 -3.738  0.074
H -1.724 -3.335 -3.981  0.098
H -1.965 -2.127 -5.252  0.092
H 1.235 -1.140 -3.600  0.080
H 0.528 -1.465 -5.195  0.094
H 0.732 -2.780 -4.023  0.095
H -1.509 0.237 -5.366  0.073
H -0.701 1.802 -5.511  0.099
H -2.419 1.730 -5.084  0.093
H -0.519 2.399 -1.895  0.053
H -1.852 3.051 -2.885  0.091
H -0.183 3.089 -3.480  0.100
O 0.970 1.891 0.049  -0.522
C -0.499 -2.453 2.516  0.043
C -0.295 -0.977 2.844  -0.389
O 0.199 -0.247 1.775  -0.279
C 0.750 -0.854 3.975  -0.567
F 0.404 -1.572 5.041  0.190
F 0.931 0.416 4.368  0.158
F 1.930 -1.302 3.526  0.166
C -1.648 -0.348 3.234  -0.558
F -2.514 -0.487 2.219  0.152
F -1.552 0.978 3.474  0.136
F -2.175 -0.913 4.314  0.195
H 0.468 -2.913 2.328  0.098
H -1.114 -2.545 1.623  0.090
H -0.980 -2.972 3.342  0.112


No. 4
The following is a DFT calculation (wB97M-V/def2-TZVPD) of a 2-piece molecular cluster, C4H12 overall at a distorted geometry.

SMILES string: CC.CC
Total charge: 0
Frontier orbital gap: 12.810 eV
LUMO level: 1.17 eV
Energy relative to the best compared isomer or geometry (same formula, charge and spin): 9.00 kcal/mol

Each line ends with the Löwdin charge.
Atoms and positions in Å:
C 0.646 -2.093 -1.300  -0.171
C 1.223 -0.802 -1.912  -0.150
H -0.058 -1.996 -0.473  0.049
H 0.054 -2.685 -2.003  0.055
H 1.459 -2.762 -1.010  0.058
H 0.747 0.081 -1.497  0.039
H 2.269 -0.752 -1.629  0.059
H 1.087 -0.867 -2.986  0.060
C -0.711 0.914 1.170  -0.180
C -1.125 2.067 2.108  -0.158
H -1.456 0.127 1.042  0.057
H -0.639 1.343 0.166  0.050
H 0.207 0.370 1.373  0.058
H -1.477 2.924 1.539  0.057
H -0.262 2.382 2.689  0.059
H -1.963 1.750 2.723  0.057


No. 5
The following is a DFT calculation (wB97M-V/def2-TZVPD) of C33H74CdNO14Zn as an isolated structure at a distorted geometry.

Total charge: +1
Frontier orbital gap: 3.409 eV
LUMO level: -4.21 eV
Energy relative to the best compared isomer or geometry (same formula, charge and spin): 72.08 kcal/mol

Each line ends with the Löwdin charge.
Atoms and positions in Å:
Zn 2.596 -1.866 -2.092  0.993
Cd -1.444 1.407 3.799  1.493
C 1.952 -0.379 -6.522  -0.032
C 3.062 0.492 -5.923  -0.456
C 3.228 1.812 -6.707  -0.164
C 2.125 2.837 -6.462  -0.157
C 1.972 3.041 -4.888  -0.119
C 1.750 1.774 -4.034  -0.478
N 2.762 0.801 -4.463  -0.127
O 3.001 -0.297 -3.532  -0.326
C 0.288 1.215 -4.222  -0.032
C 1.950 2.253 -2.566  -0.031
C 4.479 -0.215 -6.104  -0.038
H 1.036 0.209 -6.591  0.064
H 1.761 -1.229 -5.867  0.052
H 2.228 -0.764 -7.503  0.083
H 3.257 1.630 -7.782  0.118
H 4.206 2.194 -6.414  0.113
H 1.206 2.580 -6.989  0.097
H 2.444 3.768 -6.931  0.102
H 1.091 3.657 -4.709  0.109
H 2.860 3.588 -4.573  0.114
H -0.188 1.353 -5.193  0.073
H -0.380 1.742 -3.540  0.059
H 0.249 0.135 -4.085  0.048
H 1.240 3.033 -2.293  0.080
H 2.937 2.671 -2.368  0.085
H 1.914 1.485 -1.793  0.046
H 5.323 0.356 -5.716  0.077
H 4.703 -0.452 -7.144  0.075
H 4.507 -1.178 -5.595  0.057
C -0.742 -0.374 0.082  0.035
C 0.446 -0.679 -0.425  -0.318
C 1.741 -0.331 0.274  -0.313
O 2.863 -0.563 -0.299  -0.019
C 1.818 0.213 1.534  0.051
C 0.560 0.542 2.159  -0.262
C -0.822 0.263 1.418  -0.269
O -1.829 0.712 1.964  -0.125
O 0.496 1.034 3.317  -0.164
O 0.419 -1.301 -1.585  -0.062
H -1.674 -0.536 -0.440  0.103
H 2.763 0.345 2.040  0.106
C -2.806 0.773 -2.783  -0.083
C -2.668 -0.534 -3.536  -0.354
O -3.709 -0.630 -4.419  -0.054
H -3.724 0.773 -2.195  0.059
H -2.944 1.644 -3.424  0.088
H -2.031 0.966 -2.042  0.053
H -2.805 -1.351 -2.828  0.097
H -1.742 -0.657 -4.096  0.097
H -3.462 -1.302 -5.058  0.092
C -3.251 -1.770 4.007  -0.048
C -1.755 -1.625 4.308  -0.252
O -1.650 -0.338 4.875  -0.198
H -3.806 -1.709 4.943  0.084
H -3.416 -2.770 3.607  0.083
H -3.560 -1.078 3.224  0.052
H -1.110 -1.712 3.433  0.116
H -1.382 -2.369 5.012  0.128
H -1.716 -0.480 5.822  0.118
C -4.811 -3.411 0.764  -0.087
C -4.418 -2.031 0.414  -0.298
O -5.624 -1.253 0.283  -0.076
H -5.225 -3.480 1.770  0.080
H -3.982 -4.102 0.614  0.085
H -5.569 -3.778 0.071  0.087
H -3.857 -2.070 -0.519  0.109
H -3.824 -1.566 1.201  0.084
H -5.772 -1.110 -0.654  0.100
C 3.834 0.093 6.687  -0.064
C 2.591 0.648 5.993  -0.319
O 2.821 0.893 4.633  -0.099
H 4.668 0.792 6.746  0.083
H 4.231 -0.747 6.117  0.065
H 3.559 -0.276 7.675  0.078
H 2.253 1.527 6.542  0.106
H 1.754 -0.037 6.135  0.094
H 2.030 0.888 4.089  0.011
C -4.918 1.075 5.768  -0.054
C -4.474 2.194 4.791  -0.249
O -3.609 1.580 3.853  -0.211
H -5.334 0.182 5.302  0.077
H -5.632 1.441 6.506  0.080
H -4.083 0.819 6.421  0.064
H -3.952 2.979 5.339  0.114
H -5.244 2.733 4.238  0.122
H -4.202 1.397 3.121  0.023
C 4.327 3.142 2.149  -0.077
C 5.242 1.905 2.019  -0.312
O 5.356 1.340 3.298  -0.083
H 4.687 3.899 2.846  0.076
H 3.378 2.869 2.610  0.049
H 4.170 3.631 1.187  0.071
H 6.230 2.253 1.717  0.113
H 4.890 1.209 1.258  0.094
H 4.453 1.273 3.617  0.018
C -0.103 -4.291 -3.559  -0.059
C 0.901 -3.331 -4.191  -0.267
O 2.176 -3.301 -3.500  -0.112
H -0.243 -4.016 -2.514  0.073
H 0.367 -5.275 -3.574  0.076
H -1.022 -4.359 -4.142  0.087
H 0.435 -2.354 -4.325  0.097
H 1.119 -3.647 -5.211  0.125
H 2.572 -4.140 -3.749  0.118
C -4.096 2.534 0.555  -0.065
C -5.451 2.175 1.118  -0.337
O -5.381 1.104 1.940  -0.065
H -3.476 3.032 1.300  0.069
H -4.100 3.200 -0.308  0.086
H -3.589 1.644 0.180  0.055
H -6.208 1.944 0.369  0.124
H -5.925 3.072 1.515  0.122
H -5.389 0.321 1.385  0.065
C 3.432 -2.461 2.811  -0.061
C 2.499 -2.505 3.993  -0.313
O 1.757 -3.725 3.922  -0.080
H 2.898 -2.626 1.875  0.068
H 4.207 -3.210 2.977  0.089
H 3.953 -1.512 2.680  0.071
H 1.779 -1.697 4.116  0.085
H 3.076 -2.498 4.917  0.106
H 1.249 -3.786 4.734  0.072


No. 6
The following is a DFT calculation (wB97M-V/def2-TZVPD) of an isolated ion of composition C8H18N4 and charge +2 at a distorted geometry.

SMILES string: C/C(=C\C1=NCC[NH2+]C1)N(C)[NH3+]
Total charge: +2
Frontier orbital gap: 8.750 eV
LUMO level: -6.63 eV
Energy relative to the best compared isomer or geometry (same formula, charge and spin): 99.39 kcal/mol

Each line ends with the Löwdin charge.
Atoms and positions in Å:
C -1.435 -1.660 -0.251  -0.029
C -1.413 -0.190 -0.095  -0.219
C -0.281 0.613 -0.013  0.024
C 1.176 0.508 0.063  -0.235
N 1.988 1.510 0.190  0.111
C 3.405 1.429 0.247  -0.143
C 3.789 0.136 -0.494  -0.056
N 3.163 -1.000 0.315  0.093
C 1.692 -0.967 0.005  -0.071
N -2.619 0.614 -0.112  -0.143
C -2.995 1.977 -0.275  -0.007
N -3.741 -0.187 0.370  0.180
H -1.162 -2.247 0.771  0.158
H -0.603 -2.015 -0.937  0.110
H -2.401 -2.016 -0.481  0.055
H -0.371 1.718 0.080  0.125
H 3.932 1.376 1.150  0.122
H 3.682 2.248 -0.391  0.138
H 3.383 0.038 -1.445  0.122
H 4.774 -0.165 -0.524  0.114
H 3.201 -0.764 1.329  0.206
H 3.360 -1.927 -0.038  0.186
H 1.275 -1.673 0.694  0.125
H 1.397 -1.460 -0.864  0.108
H -2.509 2.514 0.434  0.066
H -2.474 2.266 -1.184  0.121
H -4.021 2.189 -0.407  0.107
H -3.422 -0.963 1.101  0.228
H -4.284 0.286 1.135  0.196
H -4.440 -0.557 -0.329  0.210


Copy entry 1 word for word.
The following is a DFT calculation (wB97M-V/def2-TZVPD) of C27H20Cl3MnN5O3S as an isolated structure.

Multiplicity: 5
Total charge: +1
Frontier orbital gap (alpha / beta): 6.628 / 7.171 eV
⟨S²⟩: 6.05
LUMO level (alpha / beta): -3.97 / -3.54 eV
Energy relative to the best compared isomer or geometry (same formula, charge and spin): 0.00 kcal/mol

Each line ends with the Löwdin spin population.
Atoms and positions in Å:
Mn 0.006 0.037 0.392  3.786
Cl 5.205 -0.628 5.352  0.001
C 3.807 -0.335 4.376  0.006
C 2.589 -0.011 4.991  0.002
C 1.463 0.216 4.239  0.001
C 1.501 0.125 2.838  0.004
O 0.389 0.339 2.170  0.027
C 2.736 -0.173 2.224  0.006
C 2.887 -0.238 0.814  0.016
N 1.969 0.026 -0.064  -0.013
C 2.254 -0.002 -1.452  0.000
C 3.493 0.063 -2.029  -0.001
C 3.635 -0.039 -3.429  -0.001
C 2.547 -0.205 -4.237  -0.001
C 1.252 -0.249 -3.672  -0.001
C 0.074 -0.441 -4.428  0.006
C -1.134 -0.496 -3.795  -0.001
C -1.184 -0.327 -2.402  0.005
N -0.112 -0.113 -1.674  -0.020
C 1.113 -0.113 -2.280  0.002
C 3.879 -0.416 3.015  0.002
H 2.543 0.048 6.070  0.000
H 0.517 0.448 4.707  0.000
H 3.877 -0.513 0.457  -0.001
H 4.382 0.192 -1.427  0.000
H 4.626 0.008 -3.857  0.000
H 2.660 -0.301 -5.309  0.000
H 0.147 -0.561 -5.502  0.000
H -2.050 -0.672 -4.339  0.000
H -2.122 -0.387 -1.868  0.000
H 4.815 -0.670 2.535  0.000
C -5.078 0.359 -0.736  0.000
N -4.136 1.468 -0.799  0.001
C -4.322 2.653 -1.489  0.000
C -3.237 3.414 -1.278  0.000
N -2.381 2.687 -0.452  0.002
C -2.949 1.483 -0.162  0.003
S -2.391 0.202 0.797  0.005
C -1.212 3.250 0.138  0.004
C -1.264 4.567 0.568  0.001
C -0.114 5.125 1.097  0.000
C 1.027 4.344 1.189  0.001
C 0.960 3.031 0.764  0.003
N -0.139 2.481 0.234  0.038
H -5.934 0.603 -1.359  0.000
H -5.403 0.201 0.290  0.000
H -4.605 -0.554 -1.095  0.000
H -5.204 2.837 -2.075  0.000
H -2.968 4.382 -1.657  0.000
H -2.188 5.124 0.513  0.000
H -0.116 6.149 1.444  0.000
H 1.947 4.734 1.597  0.000
H 1.820 2.381 0.851  0.000
Cl 0.000 -4.167 -1.795  0.001
C 0.115 -4.259 -0.016  0.004
Cl -1.413 -4.783 0.699  0.001
C 0.537 -2.880 0.508  0.011
O 1.655 -2.763 0.986  0.008
O -0.340 -1.963 0.340  0.090
H 0.872 -4.996 0.220  0.000


Question: Which value of energy relative to the best compared isomer or geometry (same formula, charge and spin) does entry 4 give?
Answer: 9.00 kcal/mol


Question: What is the formula in the second record?
Answer: C6H11NO


Question: What is the energy relative to the best compared isomer or geometry (same formula, charge and spin) in the fourth record?
Answer: 9.00 kcal/mol